Entry 1:
Formula: C13H31BrF5NO6S5
Source: the Open Molecules 2025 dataset
Level of theory: ωB97M-V/def2-TZVPD

Each line ends with the Mulliken charge.
Atoms and positions in Å:
C 2.50908 -1.23456 3.72259  -1.314
C 1.86002 -0.49724 2.56386  0.356
Br 3.16483 -0.23990 1.15348  -0.115
C 0.74981 -1.32461 1.90770  -1.563
N -0.28262 -1.71090 2.91934  0.384
C -0.68412 -3.09913 2.83909  0.421
F -1.68680 -3.31814 3.68277  -0.317
F 0.36437 -3.82532 3.27184  -0.319
C -1.07682 -3.68800 1.45086  0.213
F -1.59099 -2.73544 0.65708  -0.262
F 0.01966 -4.19152 0.83841  -0.246
S -1.53666 -0.64984 3.20418  0.991
O -1.56308 -0.30795 4.57952  -0.582
O -2.72897 -1.02422 2.53344  -0.557
F -0.93880 0.57413 2.44751  -0.181
H 1.82871 -1.28588 4.57359  0.332
H 3.43997 -0.75596 4.02286  0.426
H 2.75840 -2.25136 3.40719  0.313
H 1.49188 0.48439 2.85174  0.418
H 0.30379 -0.75476 1.09660  0.491
H 1.20541 -2.22434 1.50221  0.690
H -1.80418 -4.48944 1.59569  0.377
C -3.39166 3.29573 2.17361  -0.682
S -4.99566 2.48787 2.23259  0.564
O -6.01420 3.54924 2.02505  -0.656
C -4.95717 2.13116 3.99233  -0.779
H -3.23380 3.63714 1.15294  0.298
H -3.39108 4.14689 2.85432  0.341
H -2.61451 2.58318 2.44736  0.093
H -4.83932 3.06197 4.54697  0.329
H -4.13664 1.44527 4.20656  0.198
H -5.90352 1.66172 4.25129  0.308
C 2.00078 -4.44749 -2.53564  -0.858
S 1.26487 -3.06104 -3.41336  0.562
O 1.78538 -1.82379 -2.76472  -0.590
C -0.40226 -3.30174 -2.80384  -0.247
H 3.06599 -4.44715 -2.75652  0.345
H 1.84418 -4.32939 -1.46317  0.117
H 1.55156 -5.37512 -2.89048  0.385
H -0.39759 -3.26778 -1.71547  -0.278
H -0.78085 -4.25949 -3.16121  0.385
H -1.00844 -2.49580 -3.20926  0.213
C 4.11096 4.61152 0.25667  -0.968
S 2.39719 4.13116 0.01480  0.416
O 2.19051 2.88548 0.79524  -0.482
C 2.58112 3.62870 -1.70060  -0.908
H 4.22254 4.91378 1.29561  0.320
H 4.75764 3.75987 0.04643  0.285
H 4.34867 5.44996 -0.39798  0.386
H 3.33570 2.84536 -1.76945  0.315
H 2.86102 4.49244 -2.30399  0.417
H 1.61930 3.24290 -2.03177  0.231
C 0.90662 0.89214 -4.97001  -0.921
S -0.63725 0.01192 -4.74285  0.594
O -0.46841 -1.31115 -5.40106  -0.633
C -1.62515 1.01769 -5.85537  -1.013
H 1.65693 0.36940 -4.37832  0.263
H 1.17970 0.87629 -6.02509  0.366
H 0.79519 1.91642 -4.61307  0.332
H -1.18376 0.99660 -6.85162  0.306
H -1.67249 2.03787 -5.47450  0.352
H -2.62497 0.59026 -5.88397  0.339

Output
Orbital gap (eV): 8.96
E_HOMO (eV): -8.692

***

Entry 2:
Formula: C34H39N4O4OsPSTe
Source: the Open Molecules 2025 dataset
Level of theory: ωB97M-V/def2-TZVPD

Each line ends with the Mulliken charge.
Atoms and positions in Å:
Os -0.17342 -0.63942 -1.10130  1.309
N 0.15129 -10.42326 -2.64390  -0.386
C 0.11507 -9.29124 -2.45663  -0.167
C 0.06918 -7.87379 -2.22301  0.605
C 0.96471 -7.03718 -2.88902  -0.879
C 0.91847 -5.67618 -2.66759  -0.209
C -0.01878 -5.14125 -1.77458  0.571
C -0.91188 -5.99040 -1.10926  -0.561
C -0.87003 -7.35105 -1.33422  -0.787
C -0.06228 -3.73905 -1.54841  0.546
C -0.10939 -2.52827 -1.36946  -0.381
H 1.68560 -7.46108 -3.57391  0.461
H 1.60971 -5.01984 -3.18088  0.406
H -1.63774 -5.57646 -0.42268  0.481
H -1.55607 -8.01529 -0.82775  0.476
C -1.48958 5.02316 6.16067  -1.213
C -1.38676 3.50627 6.26188  -0.578
S -1.44810 2.78808 4.64109  1.354
O -2.74961 3.00719 4.06310  -0.731
O -0.28153 3.22676 3.89719  -0.739
C -1.29625 1.00303 4.89960  -1.067
C -0.00078 0.39356 4.36535  -1.462
N -0.21582 -0.29082 3.07121  0.268
C 0.18884 0.15409 1.87558  0.849
N -0.22213 -0.70603 0.92085  -0.343
C -0.89666 -1.73928 1.53709  -0.653
C -0.89499 -1.48142 2.85901  -0.312
N -1.48067 -2.31515 3.88557  1.021
O -1.45982 -1.89978 5.02656  -0.581
O -1.94735 -3.35999 3.50328  -0.581
C 1.02549 1.35571 1.65656  -0.220
H -1.45918 5.44552 7.16295  0.408
H -2.42717 5.31894 5.69326  0.353
H -0.65874 5.43414 5.59003  0.309
H -2.21969 3.07410 6.81878  0.420
H -0.44413 3.18160 6.70654  0.393
H -2.16923 0.59389 4.39301  0.519
H -1.42759 0.79888 5.96126  0.710
H 0.39774 -0.33829 5.05969  0.436
H 0.74939 1.15918 4.18714  0.840
H -1.30080 -2.58069 1.00254  0.621
H 2.06526 1.13531 1.91300  0.636
H 0.68355 2.17943 2.28081  -0.046
H 0.95990 1.65564 0.61361  -0.780
C 0.07613 5.24228 1.06396  -1.764
C -0.44803 4.07346 0.28641  0.191
C -1.41968 3.23981 0.83435  -0.609
C -1.92626 2.14817 0.14613  1.591
C -3.01965 1.33612 0.79076  -1.994
C -1.42472 1.89502 -1.15221  -0.949
Te -2.19701 0.24442 -2.22508  -0.114
C -0.50559 2.77280 -1.76776  1.294
C -0.14040 2.67755 -3.22308  -1.427
C -0.01204 3.82854 -1.01518  -0.528
H -0.10110 5.11513 2.13033  0.232
H -0.42468 6.15846 0.74321  0.442
H 1.14397 5.38231 0.89615  0.422
H -1.80192 3.45367 1.82453  0.768
H -3.29163 1.77313 1.75152  0.324
H -2.73206 0.29509 0.95430  0.274
H -3.91669 1.31937 0.16838  0.565
H 0.08347 1.66355 -3.55341  0.247
H 0.71951 3.30748 -3.44970  0.373
H -0.97082 3.03955 -3.83418  0.414
H 0.70166 4.50730 -1.46990  0.471
C 3.00108 -1.68394 -1.73383  -1.030
P 1.88190 -0.33828 -2.18202  1.207
C 2.74543 1.17529 -1.71517  -1.383
C 1.68549 -0.37168 -3.97147  0.353
C 2.31026 0.57986 -4.77736  -0.214
C 2.19969 0.49178 -6.15730  -0.798
C 1.46881 -0.53665 -6.73295  -0.538
C 0.84239 -1.48488 -5.93248  -0.884
C 0.94785 -1.40655 -4.55511  -0.553
H 2.59644 -2.61606 -2.12465  0.195
H 3.09818 -1.76619 -0.65092  0.410
H 3.98060 -1.49117 -2.17482  0.500
H 3.68364 1.25151 -2.26685  0.661
H 2.98656 1.11837 -0.65479  0.323
H 2.13296 2.05447 -1.89837  0.234
H 2.88031 1.39237 -4.34743  0.378
H 2.68912 1.22711 -6.78154  0.438
H 1.38640 -0.60132 -7.80973  0.423
H 0.26959 -2.28376 -6.38388  0.460
H 0.45279 -2.14280 -3.93348  0.277

Output
Orbital gap (spin up / spin down) (eV): 5.39 / 5.45
Charge: +2
E_HOMO (spin up / spin down) (eV): -13.448 / -13.461

***

Entry 3:
Formula: C15H33BInS
Source: the Open Molecules 2025 dataset
Level of theory: ωB97M-V/def2-TZVPD

Each line ends with the Mulliken charge.
Atoms and positions in Å:
C 6.69020 -2.41682 0.59870  -1.301
C 6.90854 -1.36371 -0.47607  -0.421
C 6.30419 -0.00516 -0.13235  -0.480
C 4.78583 -0.01977 0.14614  -0.581
C 3.98816 0.98935 -0.69905  -0.682
C 2.80713 1.63403 0.06055  -0.999
C 1.44522 1.26290 -0.57614  -0.706
C 0.37158 1.55752 0.50386  -1.004
C -1.04859 1.33504 -0.07349  -0.518
C -1.89512 0.87301 1.08124  -0.740
C -3.43210 1.13994 0.80264  -0.910
C -3.99205 -0.03254 0.00583  -0.423
C -5.48012 0.29323 -0.29497  -0.314
C -6.50440 -0.37783 0.56939  -0.592
C -6.41603 -1.87175 0.56152  -0.497
B -7.27803 -2.44088 -0.66548  0.198
S -6.54819 -2.10086 -2.31231  0.036
H 7.37357 -3.23537 0.40790  0.403
H 5.69711 -2.83978 0.52180  0.356
H 6.90480 -2.05716 1.59777  0.335
H 6.52451 -1.70097 -1.43174  0.316
H 7.99507 -1.24360 -0.57697  0.293
H 6.46879 0.66004 -1.00540  0.021
H 6.81394 0.45595 0.71853  0.534
H 4.65533 0.28990 1.17522  0.348
H 4.37256 -1.01751 0.06659  0.252
H 3.65087 0.50424 -1.60756  0.441
H 4.64124 1.80199 -0.99768  0.403
H 2.89263 2.71141 0.00614  0.379
H 2.79457 1.33885 1.10075  0.542
H 1.26443 1.90172 -1.43425  0.312
H 1.41611 0.23123 -0.90858  0.523
H 0.51164 2.58271 0.82002  0.398
H 0.59740 0.93230 1.36050  0.499
H -1.42297 2.28645 -0.42935  0.425
H -1.04682 0.62481 -0.89125  0.403
H -1.69432 -0.16148 1.33003  0.438
H -1.69039 1.48159 1.96412  0.414
H -3.94986 1.20722 1.75412  0.414
H -3.54019 2.04749 0.22511  0.462
H -3.44032 -0.09170 -0.92539  0.332
H -3.84099 -0.97479 0.52405  0.445
H -5.63246 0.01253 -1.37466  0.046
H -5.62817 1.36263 -0.17499  0.444
H -7.47820 -0.08764 0.15511  0.395
H -6.51283 0.01911 1.58764  0.373
H -6.79445 -2.34739 1.46178  0.349
H -5.40514 -2.23665 0.39600  0.304
H -8.32786 -2.98906 -0.56457  0.133
H -7.41676 -1.20754 -2.84659  0.323
In 8.54099 1.28277 -1.10417  0.881

Output
Orbital gap (eV): 2.58
Charge: +3
E_HOMO (eV): -17.304

***

Entry 4:
Formula: BH30O13
Source: the Open Molecules 2025 dataset
Level of theory: ωB97M-V/def2-TZVPD

Each line ends with the Mulliken charge.
Atoms and positions in Å:
B -0.23009 -0.28439 -0.00880  2.297
H -0.36509 -1.50939 -0.24980  -0.642
H -0.74309 0.74361 -0.60780  -0.466
H -0.16709 -0.17039 1.26220  -0.424
H 1.07791 -0.04139 -0.27480  -0.694
O -0.81209 -3.66139 1.76320  -0.632
H -0.16609 -3.58039 2.32620  0.258
H -0.53109 -2.88639 1.18620  0.207
O 1.18091 -4.30439 -1.82280  -0.655
H 0.66491 -3.62639 -1.40480  0.301
H 2.13991 -4.08339 -1.52380  0.332
O -1.06109 3.86861 -1.99580  -0.634
H -0.47609 3.34161 -1.55180  0.333
H -1.62209 4.43961 -1.41980  0.301
O 4.02291 -0.86139 -1.05880  -0.621
H 4.68091 -0.69839 -0.29380  0.294
H 3.20391 -0.70939 -0.78080  0.246
O 0.89491 -0.23739 -3.25980  -0.698
H 0.13491 -0.58839 -3.63280  0.294
H 0.52891 -0.15739 -2.39180  0.129
O -2.34809 -2.48939 -2.76180  -0.646
H -2.83409 -1.73639 -2.38580  0.361
H -1.93809 -3.01939 -2.10180  0.284
O 0.62791 1.35461 4.48020  -0.554
H 0.67491 2.31461 4.39020  0.279
H 0.66591 1.18661 3.60820  0.269
O -2.26309 -1.41839 3.71320  -0.623
H -3.09909 -1.95739 3.67020  0.304
H -2.20309 -0.84839 2.96020  0.324
O 2.06691 2.19361 -2.64680  -0.663
H 1.75391 1.32461 -2.96680  0.434
H 1.89491 2.29061 -1.71280  0.345
O -2.76609 1.87961 1.51020  -0.590
H -2.93909 2.12461 2.35420  0.273
H -1.87509 1.92761 1.25720  0.276
O -3.48909 0.17561 -1.46980  -0.699
H -3.35709 0.87561 -2.10880  0.331
H -2.72909 0.14061 -0.99980  0.251
O 1.39791 2.83761 -0.09680  -0.755
H 2.28191 2.99661 0.32520  0.303
H 1.08191 2.05561 0.39520  0.229
O 2.31491 0.10561 2.56120  -0.702
H 1.59391 0.14361 1.83020  0.116
H 3.12991 0.54861 1.93520  0.326

Output
Orbital gap (eV): 9.26
Charge: -1
E_HOMO (eV): -7.144